(1)
Here is a structure of composition C29H44BrCrN3P2S from the Open Molecules 2025 dataset. Energies are from wB97M-V/def2-TZVPD.

Cartesian coordinates (Å):
C (-0.46698, 4.73382, -2.72615)
C (-0.90174, 3.72987, -3.61061)
C (-1.03227, 4.06739, -4.97501)
C (-0.78994, 5.38473, -5.36775)
N (-0.39573, 6.32783, -4.51080)
C (-0.22374, 6.01977, -3.23093)
C (-1.18895, 2.39927, -3.14754)
C (-1.35187, 1.69398, -2.01273)
C (-1.70267, 1.52502, -0.64365)
C (-1.01216, 0.55253, 0.12153)
C (-1.57831, 0.06053, 1.29684)
C (-2.85405, 0.50783, 1.70508)
C (-3.47464, 1.56613, 1.02021)
C (-2.84850, 2.13401, -0.09001)
Cr (-1.20241, 0.49633, -3.46390)
P (2.62509, -0.16749, 1.41296)
H (-1.31777, 3.32063, -5.70991)
H (-0.30269, 4.53929, -1.67253)
H (-0.91174, 5.68727, -6.40410)
H (0.11079, 6.82321, -2.57687)
H (-3.23702, 3.02084, -0.58792)
H (-0.01355, 0.25463, -0.18185)
H (-4.44097, 1.91877, 1.38319)
H (-1.06342, -0.68720, 1.90362)
C (2.12633, -1.56380, 2.43977)
C (2.42633, -2.95449, 1.84988)
H (1.04358, -1.47387, 2.62953)
H (2.62671, -1.43720, 3.41268)
H (2.12890, -3.71220, 2.59077)
H (1.84226, -3.15340, 0.93342)
H (3.49969, -3.09959, 1.64306)
C (2.56213, -0.70168, -0.32944)
C (3.02401, 0.22150, -1.46639)
H (1.55429, -1.08696, -0.55450)
H (3.22087, -1.58764, -0.33235)
H (3.08466, -0.36718, -2.39358)
H (2.30077, 1.02716, -1.64857)
H (4.01813, 0.65609, -1.29113)
C (4.36374, 0.26823, 1.67639)
C (5.33548, -0.88603, 1.44734)
H (4.44684, 0.67357, 2.69634)
H (4.57004, 1.09891, 0.98285)
H (6.35029, -0.52214, 1.63839)
H (5.15803, -1.72902, 2.12614)
H (5.31917, -1.25849, 0.41539)
Br (-3.72131, -0.30639, 3.10395)
P (-2.07814, -2.78150, -2.47266)
C (-0.30650, -2.71919, -1.86829)
C (0.29370, -4.07751, -1.50143)
H (-0.25598, -2.03630, -1.00666)
H (0.26916, -2.26080, -2.68449)
H (1.36256, -3.97759, -1.24770)
H (-0.22112, -4.52131, -0.63645)
H (0.21707, -4.78871, -2.33672)
C (-2.83510, -2.83518, -0.74903)
C (-4.23289, -3.42581, -0.75507)
H (-2.86037, -1.79734, -0.39196)
H (-2.16230, -3.39875, -0.08692)
H (-4.62380, -3.41912, 0.26898)
H (-4.89731, -2.83377, -1.39234)
H (-4.24501, -4.45812, -1.11923)
C (-2.52252, -1.02109, -2.80729)
C (-2.91057, -0.71154, -4.27896)
H (-1.42701, -0.70705, -2.38292)
H (-3.27527, -0.63607, -2.10793)
H (-2.35939, 0.20089, -4.73836)
H (-2.73880, -1.58344, -4.93514)
H (-3.99060, -0.41615, -4.29815)
C (2.33245, 0.31027, 5.54340)
N (0.99755, 0.63195, 5.05010)
C (-0.14143, 0.52286, 5.83775)
C (-1.17578, 1.00422, 5.11868)
N (-0.65859, 1.42293, 3.90204)
C (0.65921, 1.09542, 3.81902)
S (1.61587, 1.46788, 2.39020)
H (2.56049, -0.74862, 5.38698)
H (3.07290, 0.93069, 5.03307)
H (2.34671, 0.50596, 6.61963)
H (-0.10462, 0.11816, 6.83095)
H (-2.22152, 1.08824, 5.34848)
H (-1.18870, 1.84114, 3.14729)

Values from the calculation:
<S²>	6.074
net charge	+2
2S+1	5
gap between HOMO and LUMO (spin up / spin down)	3.7 / 4.3	eV
HOMO level (spin up / spin down)	-0.4073 / -0.4295	Eh
LUMO energy (spin up / spin down)	-7.42 / -7.42	eV

=====

(2)
Here is a structure of composition C29H44IrN7O2Si2Te from the Open Molecules 2025 dataset. Energies are from wB97M-V/def2-TZVPD.

Cartesian coordinates (Å):
Ir (0.22218, -0.23916, -0.12592)
N (-0.98549, 1.55595, 1.13104)
N (-1.40757, 2.73155, 0.49239)
C (-1.28298, 2.90207, -0.83286)
N (-2.01500, 3.83566, -1.41190)
N (-0.36742, 2.09757, -1.44934)
N (-0.23800, 2.21658, -2.75298)
O (0.66729, 1.47071, -3.27220)
O (-0.89491, 2.90350, -3.50057)
H (-1.79474, 1.03523, 1.45539)
H (-0.37612, 1.79944, 1.90436)
H (-2.12770, 3.27384, 0.95047)
H (-2.65860, 4.39006, -0.87007)
H (-1.89374, 4.03247, -2.39428)
C (4.81416, 2.81635, 1.68368)
C (4.95921, 1.53221, 2.20036)
C (3.90447, 0.63520, 2.15952)
C (2.70120, 1.03037, 1.59200)
C (2.55014, 2.30494, 1.06854)
C (3.60787, 3.20430, 1.12098)
N (1.57061, 0.12929, 1.51658)
N (1.52143, -0.67241, 2.48873)
C (0.45855, -1.56943, 2.38749)
C (0.25392, -2.43804, 3.46310)
C (-0.79728, -3.32555, 3.41249)
C (-1.62404, -3.31902, 2.28584)
C (-1.40678, -2.45806, 1.22322)
C (-0.33454, -1.55203, 1.22446)
H (5.64212, 3.51116, 1.72171)
H (5.90011, 1.22863, 2.63926)
H (4.00178, -0.36497, 2.55873)
H (1.60212, 2.59278, 0.62805)
H (3.48914, 4.20111, 0.71765)
H (0.92306, -2.39327, 4.31222)
H (-0.98162, -4.01244, 4.22619)
H (-2.45565, -4.01233, 2.23786)
H (-2.06821, -2.51115, 0.37173)
C (-3.52637, -2.74478, -1.95157)
Si (-2.48448, -1.18462, -1.97401)
C (-3.31320, -0.02219, -0.73440)
C (-2.76080, -0.41420, -3.66588)
C (-0.63909, -1.32777, -1.72088)
Si (0.30223, -2.95090, -1.94738)
C (-0.71379, -4.50407, -1.71454)
C (0.96417, -2.93913, -3.70320)
C (1.80629, -3.16182, -0.83896)
H (-4.58139, -2.45928, -1.96124)
H (-3.36794, -3.39088, -1.08819)
H (-3.34568, -3.34649, -2.84425)
H (-4.38990, 0.02877, -0.91204)
H (-2.92163, 0.99309, -0.83431)
H (-3.15630, -0.36432, 0.29225)
H (-3.82046, -0.29383, -3.90020)
H (-2.31973, -1.04636, -4.44133)
H (-2.29367, 0.57219, -3.75051)
H (-0.31350, -0.80040, -2.63656)
H (-1.48376, -4.62494, -2.47639)
H (-1.19485, -4.53389, -0.73540)
H (-0.04743, -5.36829, -1.77779)
H (0.16786, -2.75947, -4.43071)
H (1.44958, -3.88150, -3.96523)
H (1.71333, -2.14898, -3.81794)
H (1.52106, -3.34866, 0.19835)
H (2.45624, -2.28188, -0.85342)
H (2.39214, -4.01802, -1.18472)
C (6.91761, -1.02093, -5.84663)
C (5.74899, -0.61347, -4.99396)
C (4.49740, -0.39184, -5.55273)
C (3.39247, 0.00196, -4.80126)
C (2.06674, 0.19044, -5.48372)
C (3.59849, 0.17329, -3.43658)
Te (2.26175, 0.89471, -1.96415)
C (4.83064, -0.06268, -2.82565)
C (5.02610, 0.11662, -1.34153)
C (5.89524, -0.45664, -3.62107)
H (6.60362, -1.25188, -6.86279)
H (7.41516, -1.89958, -5.43559)
H (7.65672, -0.21988, -5.89688)
H (4.36224, -0.54216, -6.61767)
H (2.08765, -0.27769, -6.46612)
H (1.83026, 1.24634, -5.62133)
H (1.25316, -0.26439, -4.91947)
H (4.10983, -0.02883, -0.73940)
H (5.42808, 1.10046, -1.09354)
H (5.70518, -0.63924, -0.94695)
H (6.85327, -0.65628, -3.15319)

Values from the calculation:
<S²>	0.756
net charge	+1
2S+1	2
gap between HOMO and LUMO (spin up / spin down)	5.7 / 5.5	eV
ΔE to the lowest compared entry with this formula, charge and spin	72.2	kJ/mol
HOMO level (spin up / spin down)	-0.3649 / -0.3572	Eh
LUMO energy (spin up / spin down)	-4.25 / -4.26	eV

=====

(3)
Here is an isolated molecule of C29H44N4O5 from the Open Molecules 2025 dataset. Energies are from wB97M-V/def2-TZVPD.

Cartesian coordinates (Å):
C (1.93770, 4.90200, 4.10533)
C (0.75528, 4.01079, 4.74936)
C (0.55593, 2.72034, 3.80264)
N (-0.60953, 2.86951, 2.84288)
C (-0.44836, 1.77693, 1.84982)
C (0.36592, 2.16839, 0.55768)
C (0.91992, 3.65238, 0.37190)
C (0.58904, 1.03659, -0.46683)
C (0.04221, -0.42228, -0.24524)
C (-0.76561, -0.82094, 1.00447)
C (-1.33647, -2.26866, 1.32927)
C (-2.60884, -2.71447, 0.46567)
C (-3.73199, -1.58848, 0.26596)
C (-4.31725, -1.54740, -1.24980)
N (-4.60256, -2.90275, -1.80717)
C (-4.69034, -2.82206, -3.28476)
C (-3.44871, -2.92508, -4.27463)
O (-5.82825, -2.62149, -3.81053)
C (-1.00342, 0.32053, 2.06881)
C (-1.77654, 0.06678, 3.43966)
C (-3.37205, 0.24194, 3.37214)
C (-3.88775, 1.43370, 2.43110)
O (-3.79921, 0.58802, 4.74168)
C (0.39625, -1.48021, -1.36748)
O (-0.33055, -2.42287, -1.76671)
C (1.81614, -1.29786, -2.10596)
C (2.58341, -2.61515, -2.55168)
C (3.02024, -3.56680, -1.32014)
C (3.05674, -2.83332, 0.10323)
N (4.00865, -1.65493, 0.14975)
C (2.29053, 0.03378, -2.31704)
N (3.60803, 0.16552, -2.98724)
C (4.38702, 1.34721, -2.48704)
C (3.30051, 0.32830, -4.41890)
C (4.41737, 0.79958, -5.49074)
O (2.15685, 0.08952, -4.88616)
C (1.44243, 1.30783, -1.80696)
O (1.45746, 2.41932, -2.40074)
H (2.86989, 4.25822, 3.97471)
H (2.20509, 5.75677, 4.82170)
H (1.66505, 5.32056, 3.06879)
H (1.14722, 3.66173, 5.77950)
H (-0.21393, 4.58979, 4.90391)
H (1.52368, 2.63689, 3.17683)
H (0.50004, 1.75974, 4.41880)
H (-1.47394, 2.76150, 3.39021)
H (0.53252, 4.08495, -0.61200)
H (0.57064, 4.37530, 1.19830)
H (2.07314, 3.63054, 0.34338)
H (-1.61713, -2.41220, 2.43620)
H (-0.47914, -3.02345, 1.14278)
H (-2.36478, -3.15464, -0.56016)
H (-3.11336, -3.57380, 1.05431)
H (-4.64451, -1.86333, 0.92303)
H (-3.43005, -0.53561, 0.57840)
H (-5.33246, -0.99666, -1.17054)
H (-3.63803, -0.96958, -1.96963)
H (-5.51773, -3.27341, -1.51994)
H (-3.15644, -4.02138, -4.47815)
H (-2.52259, -2.34727, -3.90168)
H (-3.69814, -2.46145, -5.30116)
H (-1.52643, -0.95014, 3.91762)
H (-1.39750, 0.85165, 4.19805)
H (-3.89814, -0.75152, 3.14485)
H (-4.72258, 1.97572, 3.02120)
H (-3.11030, 2.23005, 2.18660)
H (-4.40418, 1.07631, 1.46318)
H (-3.45567, 1.50811, 4.86932)
H (3.50996, -2.40723, -3.17971)
H (1.86326, -3.24373, -3.19681)
H (2.24989, -4.41704, -1.24975)
H (4.05831, -4.02292, -1.49830)
H (2.01934, -2.57809, 0.51400)
H (3.50096, -3.60250, 0.84998)
H (3.92467, -1.29727, 1.11479)
H (4.97651, -2.02302, 0.09416)
H (4.28681, 1.53317, -1.36905)
H (4.09417, 2.24565, -3.13778)
H (5.50320, 1.14956, -2.69874)
H (4.04307, 1.69405, -6.11543)
H (5.40139, 1.10304, -5.00308)
H (4.64803, -0.05131, -6.22821)

Values from the calculation:
net charge	0
gap between HOMO and LUMO	7.7	eV
ΔE to the lowest compared entry with this formula, charge and spin	792.9	kJ/mol
HOMO level	-0.3173	Eh
LUMO energy	-0.93	eV
SMILES	CCCNc1c(C)c2c(c(CCCCNC(C)=O)c1C[C@H](C)O)C(=O)C(CCCN)=C(N(C)C(C)=O)C2=O

=====

Which of these has the lowest net charge?
C29H44N4O5

=====

The highest net charge belongs to which entry?
C29H44BrCrN3P2S

=====

Which of these has the highest net charge?
C29H44BrCrN3P2S